Entry 1:
A structure of composition C13H3Cl5INO4Pm. Source: the Open Molecules 2025 dataset; level of theory: ωB97M-V with the def2-TZVPD basis set.

## Properties
HOMO level (spin up / spin down): -0.2151 / -0.2156 Eh
Total energy: -4060.20273 hartree
Total charge: -1
Multiplicity: 5
<S²>: 6.00

Each line ends with the Mulliken spin population.
Positions of all 28 atoms, in Å:
Pm 0.299 -0.175 -1.280  4.03
O -1.757 3.615 -2.246  0.00
C -1.152 2.688 -1.700  0.00
O -1.206 1.387 -2.027  0.00
C -0.290 3.001 -0.567  0.00
C 0.013 4.228 0.010  0.00
C 0.872 4.344 1.078  0.00
C 1.362 3.192 1.659  0.00
C 1.019 1.993 1.064  0.00
N 0.361 1.929 -0.135  0.00
C 1.468 0.699 1.630  0.00
O 1.951 0.652 2.749  0.00
O 1.171 -0.305 0.794  0.00
H -0.443 5.170 -0.380  0.00
H 1.005 5.407 1.445  0.00
H 2.145 3.200 2.501  0.00
Cl -2.684 -1.920 1.817  0.00
C -1.636 -2.731 0.760  0.00
C -1.137 -2.178 -0.435  0.00
C -0.633 -2.990 -1.444  0.00
Cl -0.687 -2.267 -3.075  0.00
C -0.187 -4.287 -1.130  0.00
Cl 0.755 -5.157 -2.287  0.00
C -0.527 -4.787 0.127  0.00
Cl -0.106 -6.412 0.451  0.00
C -1.190 -3.975 1.084  0.00
Cl -1.453 -4.653 2.677  0.00
I 2.667 0.330 -3.141  -0.01

Entry 2:
A cluster of 2 separate species, C2H7NO in total. Source: the Open Molecules 2025 dataset; level of theory: ωB97M-V with the def2-TZVPD basis set.

## Properties
HOMO level: -0.3137 Eh
Total energy: -210.36891 hartree
Total charge: 0
Energy above the lowest of the compared OMol25 structures with the same formula, charge and spin: 0.8118 eV
SMILES string: C=CN.O

Each line ends with the Löwdin charge.
Positions of all 11 atoms, in Å:
C -1.645 -0.910 -0.271  -0.03
C -1.026 0.159 0.214  -0.33
N -0.104 0.243 1.234  0.03
H -1.522 -1.900 0.159  0.04
H -2.269 -0.851 -1.146  0.04
H -1.067 1.062 -0.392  0.11
H 0.179 -0.544 1.777  0.09
H 0.206 1.140 1.574  0.09
O 2.219 0.475 -1.079  -0.08
H 2.302 -0.370 -1.548  0.04
H 1.514 0.373 -0.416  -0.01